No. 1
The following is a quantum chemistry calculation of the ion CNO8P2 with charge -1, from OMol25.

HOMO-LUMO gap = 8.50 eV
SMILES = O=C1OP(=O)=[P@]([O-])(O[N+](=O)[O-])O1
energy above the lowest of the compared OMol25 structures with the same formula, charge and spin = 0.0 kcal per mole
charge = -1

```
12
CNO8P2 (ωB97M-V/def2-TZVPD)
O -1.30077 2.45100 0.34846
C -1.36483 1.28416 0.02389
O -2.19893 0.37092 0.55338
P -2.41591 -1.13588 -0.30080
O -2.67964 -2.03970 0.81260
P -0.12580 -0.81184 -0.59364
O 0.58243 -1.26471 -1.78914
O 1.01945 -0.36503 0.74028
N 2.33652 -0.19614 0.33460
O 2.55529 0.29845 -0.72474
O 3.11882 -0.66586 1.10866
O -0.49355 0.74272 -0.85797
```

---

No. 2
The following is a quantum chemistry calculation of the ion CO4P with charge -1, from OMol25.

HOMO-LUMO gap = 9.50 eV
SMILES = O=POC(=O)[O-]
energy above the lowest of the compared OMol25 structures with the same formula, charge and spin = 15.0 kcal per mole
charge = -1

```
6
CO4P (ωB97M-V/def2-TZVPD)
O -1.84209 -0.93084 0.48726
P -1.81474 0.37049 -0.23230
O -0.32373 0.85695 -0.28839
C 1.04639 0.03357 -0.01837
O 1.00740 -1.15055 -0.19282
O 1.92677 0.82039 0.24463
```

---

No. 3
The following is a quantum chemistry calculation of a structure of composition CO5S, from OMol25.

HOMO-LUMO gap = 12.06 eV
energy above the lowest of the compared OMol25 structures with the same formula, charge and spin = 7.8 kcal per mole

```
7
CO5S (ωB97M-V/def2-TZVPD)
C -0.07233 1.46801 0.80045
O 0.07863 2.57446 0.60230
O -1.32742 -1.33044 -0.54987
O 0.57494 -0.02264 -1.41221
O 0.91933 -1.96412 0.04282
O -0.21723 0.38911 1.10866
S 0.04410 -1.11437 -0.59216
```

---

No. 4
The following is a quantum chemistry calculation of a structure of composition CaH12N2O12, from OMol25.

HOMO-LUMO gap = 7.12 eV
energy above the lowest of the compared OMol25 structures with the same formula, charge and spin = 0.0 kcal per mole

```
27
CaH12N2O12 (ωB97M-V/def2-TZVPD)
Ca -0.17963 -0.13779 0.10383
N -3.12738 1.42962 1.11952
O -2.80360 2.59721 1.33814
O -2.33617 0.53527 0.83527
O -4.28756 1.12628 1.21212
N 2.27138 -0.16165 -2.77591
O 1.40834 -0.00706 -1.90881
O 2.99236 -1.20956 -2.74877
O 2.47012 0.74534 -3.59691
O -0.26762 -2.48338 0.96187
H 0.66893 -2.66698 0.88844
H -0.52068 -2.86012 1.80464
O -1.10241 1.53949 -1.48649
H -0.52786 2.17862 -1.90795
H -1.90104 1.55011 -2.01405
O -1.17969 -1.43904 -1.56403
H -0.87417 -2.23228 -2.00410
H -2.12240 -1.42104 -1.72896
O 0.24369 -0.07469 2.54918
H 0.94706 0.17923 3.14670
H -0.36028 -0.58214 3.09134
O 1.00725 1.94329 0.58522
H 1.11911 2.68698 -0.00694
H 1.37184 2.24272 1.41807
O 2.10518 -0.97213 0.67091
H 2.68022 -1.69669 0.42477
H 2.30511 -0.80957 1.59277
```

---

No. 5
The following is a quantum chemistry calculation of a structure of composition CaH16N2O14, from OMol25.

HOMO-LUMO gap = 1.73 eV

```
33
CaH16N2O14 (ωB97M-V/def2-TZVPD)
Ca -10.98709 14.61355 -7.65865
N -12.40549 10.85827 -1.75679
O -12.07463 12.01373 -1.38187
O -13.59518 10.52479 -1.81365
O -11.51008 10.03760 -2.10182
N -10.72360 14.67484 -4.17744
O -10.56849 15.92476 -4.17964
O -10.82487 14.07570 -5.34164
O -10.92171 14.05153 -3.17020
O -13.82000 13.11530 -3.80287
H -13.45521 13.60741 -4.54285
H -13.82451 12.18125 -4.04494
O -9.26009 12.59682 -0.99063
H -9.61961 13.09738 -0.25065
H -9.96063 12.65293 -1.65930
O -13.45410 15.98967 -3.37864
H -12.64162 16.50699 -3.45689
H -14.15865 16.64494 -3.34382
O -9.06886 17.52994 -2.17638
H -8.64549 16.89171 -1.58928
H -9.56556 16.98814 -2.80517
O -9.81504 11.30356 -3.87833
H -10.28513 10.97543 -3.07997
H -10.15348 12.19438 -4.00314
O -9.73642 18.60854 -5.15271
H -10.05845 17.70198 -5.05514
H -9.29084 18.64791 -6.00377
O -8.86255 15.13829 -7.02677
H -8.19494 15.48754 -7.63773
H -8.38544 14.93372 -6.20460
O -7.60264 14.84397 -2.05548
H -8.45977 14.38826 -1.96221
H -7.46881 14.94925 -3.00039
```

---

No. 6
The following is a quantum chemistry calculation of a structure of composition CaH6N4O15, from OMol25.

HOMO-LUMO gap = 4.66 eV
energy above the lowest of the compared OMol25 structures with the same formula, charge and spin = 181.3 kcal per mole
charge = -2

```
26
CaH6N4O15 (ωB97M-V/def2-TZVPD)
Ca -0.00568 0.04482 0.19077
N -1.82272 3.54511 -3.38192
O -1.14555 2.78875 -2.77671
O -2.55687 4.25410 -2.75981
O -1.88289 3.54801 -4.63152
N 3.69548 3.20061 -0.51569
O 2.75883 2.78691 0.15890
O 3.94638 4.35440 -0.40692
O 4.18646 2.52676 -1.37016
N -1.31454 -5.20471 1.57662
O -1.34849 -5.47407 2.79535
O -1.68109 -6.03139 0.72263
O -0.84426 -4.17223 1.15607
N -1.28600 1.40467 4.19668
O -1.98482 1.96799 3.38017
O -1.04846 1.94874 5.22281
O -0.93389 0.30483 3.92285
O 3.10164 -1.68356 1.60663
H 3.92822 -1.88902 1.16985
H 3.14060 -2.16524 2.43288
O 1.24496 -1.06561 -3.04299
H 1.19563 -0.34895 -3.67561
H 1.45600 -1.83653 -3.56966
O -3.27566 -0.76958 -0.65784
H -3.71180 -0.58228 -1.48907
H -3.81143 -1.45245 -0.25425
```

---

| no. | HOMO level (Eh) |
| --- | --- |
| 1 | -0.2030 |
| 2 | -0.1917 |
| 3 | -0.4456 |
| 4 | -0.3043 |
| 5 | -0.2444 |
| 6 | -0.1213 |